(1)
15
Properties=species:S:1:pos:R:3 method="wB97M-V/def2-TZVPD" max_force_ha_per_bohr=0.07467 de_lowest_kcal_mol=79.4 e_tot_ev=-29489.4844 orbital_gap_ev=10.838 spin_multiplicity=1 charge=0 homo_energy_ev=-10.91
C -4.10369 -1.22648 0.12358
C -1.06295 -1.55178 -0.03850
C 1.72001 1.51872 0.18056
O -1.00019 1.26880 1.05175
O -1.31488 -0.39075 -0.84909
O 0.75378 0.94595 -0.74387
P -0.82882 1.02629 -0.38804
S -4.12755 0.27455 -0.22898
H -1.44390 1.69947 -1.45143
H -0.70609 -1.09133 0.92105
H -0.21640 -2.09380 -0.44842
H -1.94938 -2.07062 -0.17871
H 1.17485 1.73886 1.07684
H 2.15347 2.32489 -0.29407
H 2.46474 0.66940 0.42268

***

(2)
15
Properties=species:S:1:pos:R:3 method="wB97M-V/def2-TZVPD" max_force_ha_per_bohr=0.08629 de_lowest_kcal_mol=68.0 e_tot_ev=-20700.5299 smiles="O=C[C@H](O)C(O)(O)P" orbital_gap_ev=9.133 spin_multiplicity=1 charge=0 homo_energy_ev=-8.83
C 1.13391 0.93615 -1.07389
C 1.08170 0.14418 0.16332
C -0.68271 0.01143 0.18848
O 1.10244 0.47285 -2.22919
O 1.59920 -1.09733 0.08260
O -1.12631 -0.57393 -0.97566
O -1.25106 1.19186 0.37068
P -0.83322 -1.31726 1.63010
H 1.23565 1.97397 -0.94732
H 1.56026 0.56211 1.05615
H 1.72732 -1.34136 -0.83509
H -0.67314 -0.46332 -1.85304
H -2.02386 1.11383 -0.28497
H -0.58427 -0.31575 2.78759
H -2.26591 -1.29743 1.92024

***

(3)
15
Properties=species:S:1:pos:R:3 method="wB97M-V/def2-TZVPD" max_force_ha_per_bohr=0.05801 de_lowest_kcal_mol=0.0 e_tot_ev=-20703.4771 smiles="O=[P@@H](O)/C=C(/O)CO" orbital_gap_ev=9.268 spin_multiplicity=1 charge=0 homo_energy_ev=-8.85
C -0.57839 1.19222 0.51069
C 0.25481 -0.62930 -0.96492
C -0.62263 0.56278 -0.66187
O 1.79209 1.30028 0.99023
O -0.23774 -1.27202 -2.12751
O -1.43691 0.95718 -1.65214
O 0.33423 1.62228 3.07091
P 0.62233 0.83573 1.71175
H 0.27077 -1.29503 -0.09718
H 1.27697 -0.26824 -1.13943
H -1.23428 2.03570 0.68249
H -0.12033 -2.22257 -2.05125
H -1.32280 0.33066 -2.38797
H 0.82082 2.45002 3.03144
H 0.60937 -0.46328 2.19615

***

(4)
12
Properties=species:S:1:pos:R:3 method="wB97M-V/def2-TZVPD" max_force_ha_per_bohr=0.10672 de_lowest_kcal_mol=36.6 e_tot_ev=-14558.6310 smiles="CP=O.C=C" orbital_gap_ev=8.830 spin_multiplicity=1 charge=0 homo_energy_ev=-9.12
C 1.55207 -0.48676 -0.35573
C 1.26514 -1.72700 -0.02179
C -1.85150 1.21788 0.10850
O -2.32057 -1.32610 0.62450
P -1.96998 -0.54085 -0.57264
H 1.32074 0.21742 0.39502
H 2.11184 -0.29615 -1.20212
H 1.69385 -2.60948 -0.54168
H 0.94470 -2.11444 0.96416
H -1.79157 1.88390 -0.60139
H -2.83982 1.39846 0.48830
H -1.18737 1.23147 0.86070

***

(5)
12
Properties=species:S:1:pos:R:3 method="wB97M-V/def2-TZVPD" max_force_ha_per_bohr=0.04879 de_lowest_kcal_mol=36.5 e_tot_ev=-16106.6962 smiles=[O-]CCCS orbital_gap_ev=5.690 spin_multiplicity=1 charge=-1 homo_energy_ev=-2.37
C 0.66577 -0.41247 -1.37056
O -0.39238 -0.98119 -1.97688
C 0.35667 0.38997 -0.12613
C -0.43654 -0.34580 0.92054
S -1.29616 0.55828 2.29809
H 1.21697 0.29957 -2.04530
H 1.41068 -1.19640 -1.03381
H 1.26452 0.76552 0.37448
H -0.23568 1.29375 -0.38929
H 0.24119 -1.01078 1.46915
H -1.20588 -0.93205 0.41625
H -1.58918 1.57160 1.46347

***

(6)
12
Properties=species:S:1:pos:R:3 method="wB97M-V/def2-TZVPD" max_force_ha_per_bohr=0.02777 de_lowest_kcal_mol=5.1 e_tot_ev=-16108.0574 orbital_gap_ev=7.732 spin_multiplicity=1 charge=-1 homo_energy_ev=-3.50
S 1.64526 1.31374 1.91073
H 2.23634 2.50854 1.88379
C -1.01864 -0.53843 -1.76879
C -0.34530 -0.11281 -0.65482
O 0.29891 1.05752 -0.65290
C -0.29878 -0.92579 0.61113
H -1.65956 -1.39852 -1.79031
H -0.97846 0.07571 -2.66901
H 0.91497 1.23670 0.20860
H -0.81481 -1.89586 0.53608
H 0.76200 -1.01123 0.94107
H -0.74193 -0.30957 1.44443

***

(7)
12
Properties=species:S:1:pos:R:3 method="wB97M-V/def2-TZVPD" max_force_ha_per_bohr=0.02133 de_lowest_kcal_mol=16.7 e_tot_ev=-16107.5520 orbital_gap_ev=6.319 spin_multiplicity=1 charge=-1 homo_energy_ev=-2.39
C -0.95871 1.88297 0.28391
S -1.80003 0.97850 -1.08896
H -1.22941 2.93561 0.26154
H -1.20804 1.38776 1.22341
H 0.12841 1.77891 0.17572
O 1.38509 -2.19294 1.33837
C 0.74571 -1.37365 0.71908
C 0.71264 -1.24358 -0.75589
H 0.17315 -0.59507 1.25371
H 1.08425 -0.26647 -1.06574
H -0.32880 -1.27991 -1.07607
H 1.29575 -2.01214 -1.26909

***

(8)
12
Properties=species:S:1:pos:R:3 method="wB97M-V/def2-TZVPD" max_force_ha_per_bohr=0.08530 de_lowest_kcal_mol=42.9 e_tot_ev=-16106.4166 orbital_gap_ev=6.604 spin_multiplicity=1 charge=-1 homo_energy_ev=-2.49
C 0.88986 0.29169 -2.16536
S 1.61399 0.13370 -0.46469
H 1.57637 0.67396 -3.02034
H 0.01263 1.08861 -2.09610
H 0.25149 -0.61226 -2.40674
O -1.52935 -0.41098 2.44885
C -0.95437 -0.22243 1.33694
C -1.59382 0.00883 -0.02506
H 0.18086 -0.39409 1.48307
H -1.12974 -0.48119 -0.86247
H -2.59954 -0.62175 0.15378
H -1.93103 1.02681 -0.28598

***

(9)
12
Properties=species:S:1:pos:R:3 method="wB97M-V/def2-TZVPD" max_force_ha_per_bohr=0.01318 de_lowest_kcal_mol=32.9 e_tot_ev=-16106.8509 smiles=[O-]CCCS orbital_gap_ev=5.707 spin_multiplicity=1 charge=-1 homo_energy_ev=-2.37
C 0.63575 0.60080 -1.30491
O -0.36844 1.41100 -1.65729
C 0.20529 -0.47832 -0.27651
C -0.16907 0.16417 1.05426
S -1.13614 -0.93667 2.15026
H 1.06678 0.01778 -2.16085
H 1.51201 1.13391 -0.85137
H 0.96232 -1.23903 -0.09599
H -0.69637 -0.95002 -0.67844
H 0.73179 0.34426 1.65011
H -0.64394 1.12791 0.91054
H -2.09998 -1.19577 1.26020

***

(10)
12
Properties=species:S:1:pos:R:3 method="wB97M-V/def2-TZVPD" max_force_ha_per_bohr=0.06914 de_lowest_kcal_mol=39.3 e_tot_ev=-23346.2645 smiles=CC#P.CS orbital_gap_ev=10.027 spin_multiplicity=1 charge=0 homo_energy_ev=-9.17
C 1.99740 0.67381 -1.11906
C 1.67998 1.08032 0.24266
C -1.69174 -1.21110 0.70541
P 2.38811 0.19180 -2.53067
S -2.12052 0.24467 -0.29795
H 1.56236 2.19321 0.25629
H 0.64757 0.73559 0.40187
H 2.24898 0.59301 0.95875
H -2.48169 -1.90794 0.51694
H -1.73819 -0.84846 1.73853
H -0.74770 -1.55171 0.52694
H -1.74457 -0.19318 -1.39969

***

(11)
12
Properties=species:S:1:pos:R:3 method="wB97M-V/def2-TZVPD" max_force_ha_per_bohr=0.07774 de_lowest_kcal_mol=96.2 e_tot_ev=-23343.7966 orbital_gap_ev="7.181 / 7.011" spin_multiplicity=1 charge=0 homo_energy_ev="-8.24 / -8.04"
C 0.42500 0.17844 0.85134
C 1.34565 0.59157 -0.10155
C -0.86866 -1.78054 -0.60267
P -1.21127 2.79812 0.14106
S -1.11956 -0.52573 0.60577
H 0.02108 2.71931 0.57142
H 2.29801 1.05317 0.21667
H 1.26045 0.44828 -1.13425
H -1.25092 -1.39593 -1.60155
H -1.52589 -2.50546 -0.29273
H 0.06649 -2.17588 -0.50858
H 0.55961 0.59465 1.85508

***

(12)
13
Properties=species:S:1:pos:R:3 method="wB97M-V/def2-TZVPD" max_force_ha_per_bohr=0.06957 de_lowest_kcal_mol=42.8 e_tot_ev=-34181.0927 smiles="CPC(=S)CS" orbital_gap_ev=7.987 spin_multiplicity=1 charge=0 homo_energy_ev=-8.40
C 0.06498 -0.96517 0.17801
C 2.25191 0.78270 -0.13908
C -1.80282 -0.90242 0.25093
P 0.78175 0.10487 -1.03755
S 0.95092 -1.84392 1.21522
S -2.33749 0.78649 0.53047
H 1.90019 0.82603 0.91960
H 2.70508 1.66012 -0.63283
H 3.10791 0.13753 -0.40197
H -1.93749 -1.62883 1.00895
H -2.40681 -1.10071 -0.69299
H -0.11966 1.15633 -0.79072
H -3.15846 0.98699 -0.40805

***

(13)
11
Properties=species:S:1:pos:R:3 method="wB97M-V/def2-TZVPD" max_force_ha_per_bohr=0.02484 de_lowest_kcal_mol=1.8 e_tot_ev=-14060.3817 smiles=CCC[S-] orbital_gap_ev=6.536 spin_multiplicity=1 charge=-1 homo_energy_ev=-2.10
C -0.39464 -1.22830 -0.17918
C 0.05128 0.14768 -0.59820
C 0.52670 1.05829 0.54881
S -0.86860 1.65898 1.58284
H 0.35035 -1.74743 0.43016
H -0.65478 -1.87520 -1.02487
H -1.29942 -1.14539 0.39248
H 0.86635 0.04869 -1.33874
H -0.74068 0.70084 -1.10978
H 1.00234 1.93267 0.10378
H 1.16110 0.44918 1.19272

***

(14)
11
Properties=species:S:1:pos:R:3 method="wB97M-V/def2-TZVPD" max_force_ha_per_bohr=0.03508 de_lowest_kcal_mol=8.4 e_tot_ev=-3240.3878 smiles=CCC orbital_gap_ev=12.404 spin_multiplicity=1 charge=0 homo_energy_ev=-11.10
C -1.27405 0.25138 -0.24611
C 0.25575 0.27679 -0.44071
C 1.00177 -0.48632 0.64660
H -1.57611 -0.24448 0.66379
H -1.73776 -0.29902 -1.08088
H -1.65873 1.26696 -0.27477
H 0.59285 1.33766 -0.44265
H 0.62461 0.03869 -1.43761
H 2.04016 -0.69096 0.34562
H 1.08619 0.06945 1.57463
H 0.64532 -1.52014 0.69209

***

(15)
11
Properties=species:S:1:pos:R:3 method="wB97M-V/def2-TZVPD" max_force_ha_per_bohr=0.03606 de_lowest_kcal_mol=4.0 e_tot_ev=-3240.5789 smiles=CCC orbital_gap_ev=12.802 spin_multiplicity=1 charge=0 homo_energy_ev=-11.49
C 1.26016 -0.27796 -0.00138
C 0.02684 0.62336 -0.01987
C -1.27845 -0.26276 -0.00193
H 1.24934 -1.01059 -0.79887
H 2.22529 0.27886 -0.02973
H 1.30197 -0.81860 0.96579
H -0.01786 1.27552 0.89547
H 0.03037 1.23820 -0.90588
H -2.12886 0.30770 -0.21980
H -1.52910 -0.70524 0.99336
H -1.18248 -1.06166 -0.76125

***

(16)
13
Properties=species:S:1:pos:R:3 method="wB97M-V/def2-TZVPD" max_force_ha_per_bohr=0.06549 de_lowest_kcal_mol=22.1 e_tot_ev=-5406.0049 smiles=BNC1CC1 orbital_gap_ev=10.283 spin_multiplicity=1 charge=0 homo_energy_ev=-9.37
B -2.22743 0.29531 -0.12860
C 1.23466 0.81926 -0.00235
C 1.48809 -0.66094 0.15290
C 0.13727 -0.15223 -0.37314
N -1.06392 -0.30643 0.35846
H -3.20853 0.43010 0.41420
H -1.96694 0.72578 -1.26343
H 1.06370 1.40414 0.84672
H 1.63413 1.43919 -0.90251
H 2.22642 -0.97820 -0.55621
H 1.54955 -0.95318 1.19202
H -0.07575 -0.41567 -1.41910
H -0.78461 -0.60185 1.22628

***

(17)
14
Properties=species:S:1:pos:R:3 method="wB97M-V/def2-TZVPD" max_force_ha_per_bohr=0.08857 de_lowest_kcal_mol=2.2 e_tot_ev=-7456.0143 smiles="C/C=C/B(N)O" orbital_gap_ev=9.816 spin_multiplicity=1 charge=0 homo_energy_ev=-9.26
B 0.77096 0.21479 -1.21036
C 0.08661 0.12219 0.23750
C -0.54476 -0.88653 0.86860
C -1.18351 -0.61398 2.22921
N 0.72020 1.37461 -2.03738
O 1.47613 -0.87312 -1.76297
H -0.11403 0.99988 0.91856
H -0.73226 -1.79114 0.36783
H -1.59200 -1.53090 2.60097
H -1.91991 0.06120 2.16222
H -0.39179 -0.17352 2.92530
H 0.20449 2.31337 -1.90811
H 1.15435 1.44793 -2.89374
H 2.06551 -0.66480 -2.49763

***

(18)
14
Properties=species:S:1:pos:R:3 method="wB97M-V/def2-TZVPD" max_force_ha_per_bohr=0.01884 de_lowest_kcal_mol=20.5 e_tot_ev=-7455.2204 smiles="CBNCC=O" orbital_gap_ev=10.651 spin_multiplicity=1 charge=0 homo_energy_ev=-9.86
B 0.18002 -0.27625 0.81709
C 0.44988 1.20826 -1.20851
C -0.73183 2.11968 -1.44515
C -0.43663 -1.63120 1.36446
N 0.07837 -0.00747 -0.53833
O -1.86723 1.84790 -1.18321
H 0.91089 1.00688 -2.18695
H 1.17500 1.75562 -0.59990
H -0.45035 3.09704 -1.89425
H 0.75530 0.48888 1.49543
H 0.09722 -2.49140 0.96008
H -1.47380 -1.74196 1.05636
H -0.40642 -1.71670 2.44506
H -0.45233 -0.63087 -1.13055